No. 1
Entry from OMol25: a cluster of 4 separate species, C36H68ClFN5O6S in total in a non-equilibrium geometry (ωB97M-V/def2-TZVPD).

ORCA input file:
```
! RIJCOSX wB97M-V def2-TZVPD def2/J DEFGRID3
* xyz 1 1
C 2.1347 2.6013 -2.9005
C 1.6440 2.7687 -1.6775
C 2.2979 2.1554 -0.4688
C 1.8490 0.7155 -0.0299
C 2.6450 -0.2680 -0.9468
F 2.8936 -1.4684 -0.2704
C 2.1797 -0.5969 -2.3626
C 3.3443 -0.5884 -3.3582
N 2.4267 0.5723 1.4036
C 3.9378 0.7668 1.5145
C 4.7628 -0.4002 2.0527
C 6.2295 -0.1513 1.6899
C 1.9306 -0.5864 2.2333
C 0.4214 -0.6531 2.2587
C -0.1801 -0.7045 0.8533
C -1.7679 -0.6616 1.0457
O -2.4305 -1.8085 0.5930
C -3.1334 -1.7167 -0.6237
O -2.7445 -2.6802 -1.5359
C -2.0615 -2.2280 -2.6973
C -1.0341 -3.2531 -3.1584
O -1.4117 -3.7087 -4.4473
N 0.1671 -1.8919 0.1188
C 0.6050 -3.1397 0.7339
C -0.4457 -4.2390 0.6633
C 0.2667 0.5884 0.1017
O -0.2207 0.5087 -1.2250
C -0.3422 1.8302 0.8570
C -1.2327 2.8080 0.0635
C -2.7550 2.6437 0.2680
C -3.5172 2.1866 -0.9846
S -4.1497 3.6217 -1.8430
O -5.4802 3.8677 -1.4019
O -3.1609 4.6493 -1.8005
Cl -4.2267 2.9347 -3.7449
H 3.1932 2.4057 -3.0447
H 1.5050 2.6398 -3.7813
H 0.8441 3.4757 -1.5096
H 3.3701 2.1293 -0.6736
H 2.1861 2.8258 0.3880
H 3.6434 0.1629 -1.0448
H 1.7947 -1.6200 -2.3371
H 1.3807 0.0416 -2.7188
H 3.9275 0.3289 -3.2471
H 4.0220 -1.4272 -3.2007
H 2.9752 -0.5832 -4.3824
H 2.0217 1.3809 1.8756
H 4.3559 1.0682 0.5638
H 4.0859 1.6107 2.1892
H 4.6370 -0.4781 3.1332
H 4.4487 -1.3450 1.6136
H 6.7631 -1.1007 1.6630
H 6.2899 0.2611 0.6832
H 6.7181 0.5208 2.3900
H 2.3677 -1.5166 1.8996
H 2.2967 -0.3983 3.2430
H 0.0127 0.1699 2.8462
H 0.1448 -1.5666 2.7861
H -2.2087 0.2229 0.5743
H -1.9961 -0.5714 2.1122
H -3.0165 -0.7081 -1.0554
H -4.1938 -1.8789 -0.4082
H -1.5794 -1.2620 -2.5114
H -2.7704 -2.1031 -3.5212
H -0.0304 -2.8098 -3.1802
H -1.0130 -4.0764 -2.4429
H -0.9510 -4.5313 -4.6384
H 0.5418 -1.7283 -0.7971
H 1.5095 -3.4808 0.2186
H 0.9125 -3.0409 1.7766
H -0.8689 -4.3329 -0.3319
H -1.2481 -4.0011 1.3523
H -0.0257 -5.1840 1.0105
H -1.1794 0.3995 -1.1775
H -0.9406 1.4988 1.7033
H 0.4486 2.4166 1.3270
H -0.9954 3.8142 0.4105
H -1.0164 2.8106 -1.0006
H -2.9979 1.9803 1.0987
H -3.1522 3.6144 0.5674
H -4.4041 1.6167 -0.7105
H -2.9124 1.6289 -1.6991
C -5.2773 -3.2657 2.3243
C -5.0102 -3.3353 3.8239
C -3.5181 -3.3293 4.1555
C -2.8004 -4.4530 3.5589
N -2.1720 -5.2919 3.0887
H -4.8984 -4.1428 1.7983
H -6.3521 -3.2215 2.1421
H -4.8175 -2.3756 1.8851
H -5.4815 -4.2292 4.2362
H -5.4602 -2.4788 4.3291
H -3.3619 -3.3589 5.2349
H -3.0646 -2.4089 3.7789
C 8.1179 2.4498 -2.6386
C 6.5984 2.5100 -2.7177
C 5.9912 3.5148 -1.7294
C 6.3107 3.1754 -0.3411
N 6.5937 2.9137 0.7426
H 8.4515 2.1155 -1.6552
H 8.5123 1.7524 -3.3764
H 8.5599 3.4283 -2.8323
H 6.1790 1.5179 -2.5268
H 6.2894 2.7969 -3.7242
H 4.9036 3.5467 -1.8279
H 6.3654 4.5217 -1.9236
C -5.4424 2.2632 0.4516
C -5.8906 0.8107 0.5555
C -6.3578 0.4319 1.9693
C -5.2692 0.5737 2.9361
N -4.3668 0.6683 3.6423
H -4.5837 2.4607 1.0965
H -5.1567 2.5115 -0.5715
H -6.2444 2.9432 0.7425
H -5.0750 0.1460 0.2582
H -6.7172 0.6303 -0.1330
H -6.6922 -0.6063 2.0011
H -7.2006 1.0608 2.2602
*
```

---

No. 2
Entry from OMol25: a cluster of 4 separate species, C36H68F3IN5O6 in total in a non-equilibrium geometry (ωB97M-V/def2-TZVPD).

ORCA input file:
```
! RIJCOSX wB97M-V def2-TZVPD def2/J DEFGRID3
* xyz 1 1
C 0.3885 2.1009 2.8601
C 0.7616 3.0147 1.7265
O -0.0452 3.3643 0.8914
O 2.0567 3.4450 1.7742
C 2.6635 3.6788 0.5107
C 3.8186 2.6765 0.2010
C 4.7558 2.7909 1.4162
C 6.2843 2.7050 1.1300
C 7.0761 3.8986 1.6814
I 7.4299 5.3952 0.2092
C 4.3442 3.2718 -1.1187
N 4.8351 2.1553 -2.0186
C 4.3313 2.2308 -3.4230
C 5.4679 2.6479 -4.3877
C 6.1847 1.4601 -5.0700
C 5.8294 1.3754 -6.5833
N 5.0467 0.1751 -6.9070
C 3.8426 0.0944 -6.1679
N 2.9476 0.9944 -6.1264
N 3.6208 -1.1202 -5.4361
C 4.5009 0.9186 -1.2218
C 4.6495 -0.4126 -1.9429
O 5.1048 -1.4107 -1.0252
C 6.3832 -1.7964 -1.2413
F 6.7195 -2.6708 -0.2931
F 7.2424 -0.7586 -1.1707
F 6.5411 -2.3896 -2.4290
C 3.3575 1.2304 -0.2652
C 1.9906 1.3874 -0.9783
N 1.6292 0.2849 -1.8713
C 3.2098 0.2944 0.9413
C 2.6958 -1.1385 0.6843
C 1.2111 -1.2924 1.0735
C 0.6678 -2.6069 0.5628
C -0.0183 -3.4300 1.4083
C -0.4834 -4.6332 0.9792
C -0.2953 -5.0674 -0.2937
C 0.3543 -4.2400 -1.1656
C 0.8203 -3.0359 -0.7259
H -0.5971 1.6787 2.7217
H 1.1451 1.3543 3.0763
H 0.3477 2.7445 3.7421
H 1.9486 3.7843 -0.2981
H 3.1529 4.6520 0.5830
H 4.5957 3.7644 1.8685
H 4.5422 2.0780 2.2020
H 6.6721 1.8387 1.6662
H 6.5328 2.5354 0.0829
H 6.5294 4.2924 2.5314
H 8.0094 3.5343 2.0904
H 5.2385 3.8763 -0.9532
H 3.6731 3.9923 -1.5712
H 5.8473 2.1981 -1.9391
H 3.8522 1.3104 -3.7410
H 3.5869 3.0139 -3.4926
H 6.1747 3.2605 -3.8280
H 5.0079 3.3062 -5.1174
H 5.9228 0.5053 -4.6217
H 7.2563 1.6175 -4.9781
H 6.7412 1.3263 -7.1713
H 5.3076 2.2773 -6.8852
H 5.6007 -0.6382 -6.6684
H 3.2435 1.7789 -6.7099
H 3.7110 -1.9203 -6.0517
H 4.2705 -1.2091 -4.6650
H 5.3539 0.8756 -0.5370
H 3.7833 -0.7585 -2.4931
H 5.4444 -0.2791 -2.6822
H 1.1948 1.4981 -0.2527
H 1.9863 2.3083 -1.5747
H 2.0426 0.3771 -2.7885
H 0.6289 0.2081 -1.9802
H 2.5904 0.8093 1.6702
H 4.2011 0.2104 1.3929
H 2.8137 -1.4000 -0.3557
H 3.2742 -1.8372 1.2830
H 1.1808 -1.3591 2.1583
H 0.6252 -0.4458 0.7253
H -0.2082 -3.1531 2.4350
H -1.0139 -5.2721 1.6716
H -0.6458 -6.0319 -0.6178
H 0.5381 -4.5076 -2.1946
H 1.3400 -2.3850 -1.4161
C -4.9590 0.5731 4.8785
C -3.8407 0.6940 3.8573
C -4.3836 1.0626 2.4845
O -3.1158 -0.5370 3.7735
H -5.6617 -0.2105 4.5922
H -4.5558 0.3025 5.8556
H -5.5112 1.5078 4.9757
H -3.1253 1.4520 4.1833
H -5.0674 0.2891 2.1234
H -3.5723 1.1408 1.7582
H -4.9187 2.0128 2.5120
H -3.7322 -1.2185 3.4864
C -10.1033 0.2480 3.1543
C -8.6148 -0.0472 3.2559
C -8.3075 -1.4731 2.8243
O -8.1679 0.1630 4.5967
H -10.6711 -0.4186 3.8088
H -10.3135 1.2702 3.4716
H -10.4640 0.1188 2.1325
H -8.0590 0.6561 2.6323
H -8.8164 -2.1871 3.4638
H -7.2359 -1.6733 2.9053
H -8.6183 -1.6505 1.7951
H -8.6481 -0.4472 5.1661
C -12.0059 -3.7080 1.0400
C -10.5204 -4.0160 1.1477
C -10.2137 -5.4360 0.6975
O -10.0812 -3.8263 2.4942
H -12.5839 -4.3782 1.6819
H -12.2102 -2.6887 1.3702
H -12.3608 -3.8199 0.0147
H -9.9555 -3.3094 0.5375
H -10.7366 -6.1596 1.3286
H -9.1465 -5.6428 0.7847
H -10.5166 -5.5977 -0.3379
H -10.5695 -4.4433 3.0501
*
```

---

No. 3
Entry from OMol25: a cluster of 10 separate species, C36H68F9N11O12S3 in total in a non-equilibrium geometry (ωB97M-V/def2-TZVPD).

ORCA input file:
```
! RIJCOSX wB97M-V def2-TZVPD def2/J DEFGRID3
* xyz 4 1
C -0.3592 -4.6779 -7.9872
C -0.3213 -3.2289 -8.3852
O -0.8684 -2.8217 -9.3879
N 0.5623 -2.3289 -7.5810
H 1.1795 -2.9021 -7.0237
H 1.0992 -1.7716 -8.2300
C -0.1552 -1.4632 -6.5606
H -0.8870 -5.3310 -8.6822
H -0.8010 -4.7899 -6.9971
H 0.6526 -5.0830 -7.9721
H -0.2254 -1.9955 -5.6120
H -1.1163 -1.0527 -6.8705
H 0.5967 -0.7140 -6.3130
C -1.1217 -0.9710 8.9181
C -0.7705 -1.9994 7.8449
O -1.5731 -2.8624 7.5041
N 0.6321 -1.9611 7.2626
H 1.2055 -1.4751 7.9373
H 1.1447 -2.8313 7.2734
C 0.7446 -1.4478 5.7860
H -0.4835 -0.0942 8.8089
H -1.0316 -1.4034 9.9146
H -2.1409 -0.6794 8.6644
H 0.8103 -0.3666 5.6644
H -0.0398 -1.8970 5.1769
H 1.7146 -1.7698 5.4071
C 6.5694 -1.2996 -2.1692
C 6.5531 -2.4362 -1.1193
O 7.5291 -2.6896 -0.3744
N 5.4445 -3.4935 -1.2413
H 4.4998 -3.1427 -1.1733
H 5.4455 -3.7029 -2.2294
C 5.6296 -4.6697 -0.2671
H 6.1376 -0.3750 -1.7862
H 6.1657 -1.4566 -3.1695
H 7.5762 -0.9264 -2.3569
H 4.7150 -5.1882 -0.5549
H 5.5959 -4.3613 0.7778
H 6.5737 -5.2062 -0.3613
C 0.3233 7.5180 -2.2807
C 1.7822 7.2619 -2.6118
N 2.0353 7.5850 -3.9688
C 1.7146 6.7390 -5.0276
C 2.1115 7.4784 -6.2220
N 2.4456 8.8027 -5.8199
C 2.3811 8.8803 -4.4575
C 2.8754 9.9160 -6.6611
H -0.2753 6.8432 -2.8927
H 0.0866 8.5775 -2.3785
H 0.2111 7.2700 -1.2253
H 2.1765 6.2504 -2.5142
H 2.3868 7.9060 -1.9733
H 1.4047 5.7088 -4.9333
H 2.4071 7.0883 -7.1848
H 2.5392 9.7750 -3.8735
H 3.9252 9.7479 -6.9017
H 2.8548 10.8138 -6.0432
H 2.1712 10.0555 -7.4813
C -4.0753 3.9056 -7.2366
C -4.6802 4.3236 -8.5496
N -4.1558 3.6793 -9.7165
C -2.8499 3.7660 -10.1041
C -2.7118 3.3079 -11.4030
N -3.9532 2.7180 -11.6564
C -4.8082 2.9574 -10.6484
C -4.3116 2.0265 -12.8741
H -4.4272 2.9789 -6.7832
H -4.3269 4.7712 -6.6238
H -3.0029 4.0490 -7.1041
H -4.7372 5.3932 -8.7515
H -5.7513 4.1255 -8.5084
H -2.0814 4.2247 -9.4996
H -1.8892 3.1661 -12.0883
H -5.8542 2.6968 -10.5827
H -3.5242 2.1384 -13.6194
H -5.2816 2.2982 -13.2906
H -4.3577 0.9995 -12.5120
C 6.3866 0.9425 5.3631
C 6.7528 2.4335 5.4684
N 5.6620 3.2738 6.0526
C 4.5450 3.7249 5.3967
C 3.6298 4.1829 6.3419
N 4.3660 4.2006 7.5946
C 5.5186 3.5291 7.4270
C 3.8789 4.7755 8.8787
H 6.1938 0.5102 6.3450
H 7.2796 0.4166 5.0251
H 5.6540 0.7285 4.5850
H 7.1181 2.8969 4.5519
H 7.5525 2.6393 6.1799
H 4.4380 3.7279 4.3220
H 2.7917 4.8188 6.0977
H 6.2599 3.1896 8.1353
H 3.6109 4.0665 9.6621
H 3.0515 5.4616 8.6979
H 4.6037 5.4734 9.2979
C -6.4183 -11.1162 8.1923
C -6.1974 -9.5959 8.5404
N -5.1440 -9.0632 7.7949
C -3.7606 -9.2133 8.0954
C -3.0662 -8.4979 7.0451
N -3.9755 -7.9997 6.0974
C -5.2301 -8.3024 6.6465
C -3.6122 -7.3646 4.8229
H -5.5238 -11.6908 8.4329
H -6.6951 -11.3352 7.1610
H -7.0083 -11.5543 8.9974
H -5.9030 -9.4313 9.5769
H -7.0811 -8.9635 8.4549
H -3.4103 -9.7073 8.9897
H -1.9966 -8.5225 6.8976
H -6.1614 -8.0418 6.1656
H -2.5380 -7.5344 4.7493
H -3.7729 -6.2880 4.8800
H -4.1032 -7.9724 4.0629
C -1.8582 0.3297 -0.1460
F -2.4297 1.4384 0.3549
F -1.9122 -0.6284 0.7001
F -2.5124 -0.0119 -1.3155
S -0.0591 0.8321 -0.5632
O 0.4114 1.5938 0.6167
O 0.5618 -0.4550 -0.8453
O -0.1837 1.6577 -1.7976
C -0.5728 -6.3606 -1.9242
F -0.1438 -5.9604 -0.7029
F -1.7881 -5.9493 -2.0630
F 0.2304 -5.7480 -2.8339
S -0.7151 -8.2854 -2.0233
O -0.9889 -8.5843 -3.4458
O 0.6114 -8.7684 -1.6322
O -1.7768 -8.6577 -1.1061
C -3.8675 4.8836 7.1306
F -5.1805 4.5313 7.4545
F -3.3069 5.4719 8.1999
F -3.0501 3.9177 6.8346
S -3.7157 6.0540 5.6372
O -2.3430 6.4740 5.6530
O -4.1480 5.3660 4.3978
O -4.6176 7.1852 5.8620
*
```

* relative energy (zero: lowest compared OMol25 entry of this formula, charge and spin): 569.61 kJ/mol

---

Number 1: highest occupied orbital energy -11.0463 eV. Number 2: highest occupied orbital energy -10.8396 eV. Number 3: highest occupied orbital energy -10.7640 eV.